2 unconnected molecules or ions with the total composition H3NO2Si at a distorted geometry. Source: OMol25; level of theory: wB97M-V/def2-TZVPD.

Positions of all 7 atoms, in Å:
O: 0.630 0.301 -1.190
Si: 1.069 0.916 0.085
H: 2.069 0.396 1.157
H: 0.549 2.240 0.568
N: -1.775 -1.086 -0.264
O: -1.374 -1.640 0.699
H: -1.167 -1.126 -1.054

As for the HOMO energy: -9.103 eV. As for the SMILES: O=[SiH2].N=O. The HOMO-LUMO gap is 8.51 eV. The largest force on an atom is 3.60 eV/Å.

3 unconnected molecules or ions with the total composition C7H17O3 at a distorted geometry. Source: OMol25; level of theory: wB97M-V/def2-TZVPD.

Positions of all 27 atoms, in Å:
C: -1.663 -1.972 -0.219
O: -0.527 -2.106 0.537
C: -1.710 -0.611 -1.116
C: -1.137 0.550 -0.243
C: 0.367 0.688 -0.421
C: 2.155 2.212 0.835
C: 1.055 1.936 0.128
C: 0.517 3.126 -0.690
H: -1.650 -2.825 -0.946
H: -2.649 -1.987 0.261
H: -1.123 -0.776 -2.008
H: -2.716 -0.390 -1.571
H: -1.735 1.441 -0.418
H: -1.249 0.227 0.816
H: 0.632 0.513 -1.474
H: 0.755 -0.157 0.149
H: 2.334 3.263 1.040
H: 2.737 1.474 1.383
H: -0.574 3.077 -0.665
H: 0.894 3.165 -1.736
H: 0.793 4.123 -0.370
H: 0.718 -1.508 -1.792
H: 0.596 -2.401 -0.544
O: 1.082 -2.360 -1.455
H: 0.448 -0.059 2.391
H: -0.400 -1.360 1.866
O: -0.027 -0.836 2.678

As for the HOMO energy: -4.292 eV. The HOMO-LUMO gap is 7.68 eV. The total charge is -1. The largest force on an atom is 3.19 eV/Å.

6 unconnected molecules or ions with the total composition C41H83F9N6O5P at a distorted geometry. Source: OMol25; level of theory: wB97M-V/def2-TZVPD.

Positions of all 145 atoms, in Å:
C: 7.156 -0.023 1.426
C: 6.825 1.443 0.836
C: 6.713 1.446 -0.763
C: 6.577 2.999 -1.235
C: 5.273 3.244 -2.168
C: 4.210 4.194 -1.426
C: 3.106 4.804 -2.448
C: 1.860 3.817 -2.656
C: 0.439 4.479 -2.295
C: -0.601 4.048 -3.464
C: -2.038 3.809 -2.778
C: -2.340 2.265 -2.493
N: -3.578 1.957 -1.709
C: -3.961 0.514 -2.089
C: -2.766 -0.526 -2.041
C: -3.169 -2.065 -1.897
C: -4.701 -2.417 -2.201
C: -2.206 -2.938 -2.873
C: -4.808 2.737 -2.131
C: -5.019 4.166 -1.471
C: -6.276 4.287 -0.489
F: -7.429 4.160 -1.341
F: -6.384 3.267 0.463
C: -6.397 5.773 0.135
F: -6.931 6.704 -0.790
F: -7.398 5.654 1.151
C: -5.081 6.288 0.879
F: -4.350 5.185 1.386
F: -5.529 6.993 2.031
C: -4.174 7.313 0.064
F: -4.173 7.134 -1.323
F: -2.827 7.156 0.485
F: -4.520 8.664 0.277
P: -3.427 2.126 0.094
C: -1.620 2.545 0.586
C: -3.746 0.483 0.994
C: -4.026 0.738 2.579
H: 6.207 -0.660 1.498
H: 7.958 -0.551 0.806
H: 7.586 0.114 2.482
H: 7.608 2.179 1.215
H: 5.810 1.746 1.271
H: 7.682 1.008 -1.171
H: 5.833 0.832 -1.163
H: 6.507 3.617 -0.284
H: 7.535 3.300 -1.794
H: 5.653 3.720 -3.137
H: 4.793 2.235 -2.412
H: 4.802 5.068 -0.992
H: 3.720 3.634 -0.551
H: 3.593 5.001 -3.460
H: 2.749 5.805 -2.026
H: 1.849 3.487 -3.755
H: 1.998 2.864 -2.023
H: 0.522 5.623 -2.231
H: 0.106 4.115 -1.264
H: -0.628 4.929 -4.190
H: -0.309 3.072 -3.967
H: -2.005 4.361 -1.771
H: -2.879 4.219 -3.438
H: -1.375 1.827 -2.082
H: -2.480 1.780 -3.530
H: -4.911 0.196 -1.539
H: -4.283 0.599 -3.194
H: -2.078 -0.438 -2.959
H: -2.086 -0.263 -1.147
H: -2.878 -2.386 -0.831
H: -5.203 -1.764 -2.982
H: -5.254 -2.372 -1.189
H: -4.721 -3.535 -2.493
H: -1.919 -2.383 -3.825
H: -2.721 -3.914 -3.194
H: -1.231 -3.245 -2.345
H: -5.783 2.146 -1.976
H: -4.732 2.868 -3.272
H: -5.287 4.869 -2.347
H: -4.067 4.647 -1.044
H: -0.871 1.830 0.113
H: -1.445 3.637 0.304
H: -1.607 2.481 1.731
H: -4.657 -0.086 0.623
H: -2.823 -0.180 0.942
H: -4.152 -0.311 3.034
H: -3.208 1.339 3.083
H: -5.057 1.240 2.678
C: 5.647 -3.258 2.682
O: 5.385 -2.069 2.749
N: 5.307 -4.082 1.653
C: 5.656 -5.489 1.648
C: 4.573 -3.534 0.530
H: 6.201 -3.774 3.482
H: 6.280 -5.698 0.775
H: 4.740 -6.083 1.592
H: 6.204 -5.759 2.553
H: 5.160 -2.733 0.074
H: 3.629 -3.116 0.887
H: 4.374 -4.309 -0.211
C: -10.651 9.915 1.702
O: -11.459 10.790 1.462
N: -10.396 8.839 0.905
C: -9.415 7.834 1.259
C: -11.130 8.697 -0.338
H: -10.041 9.928 2.620
H: -8.650 7.795 0.481
H: -9.911 6.863 1.333
H: -8.942 8.068 2.214
H: -10.944 9.572 -0.966
H: -12.199 8.645 -0.119
H: -10.819 7.794 -0.864
C: 8.386 -7.607 3.993
O: 7.579 -6.724 3.744
N: 8.636 -8.685 3.199
C: 9.610 -9.695 3.561
C: 7.907 -8.827 1.954
H: 8.992 -7.593 4.915
H: 10.380 -9.743 2.786
H: 9.108 -10.664 3.636
H: 10.079 -9.461 4.517
H: 8.101 -7.956 1.323
H: 6.836 -8.872 2.168
H: 8.214 -9.733 1.431
C: -5.321 -4.895 -5.226
O: -4.999 -4.269 -4.228
N: -4.492 -5.218 -6.253
C: -4.950 -5.966 -7.407
C: -3.104 -4.801 -6.192
H: -6.351 -5.259 -5.372
H: -4.374 -6.891 -7.485
H: -4.797 -5.364 -8.306
H: -6.009 -6.211 -7.319
H: -2.639 -5.231 -5.302
H: -3.060 -3.711 -6.119
H: -2.567 -5.130 -7.082
C: 7.714 -6.566 7.073
O: 8.822 -6.778 6.616
N: 7.184 -7.179 8.167
C: 5.854 -6.872 8.652
C: 7.977 -8.170 8.869
H: 7.031 -5.833 6.615
H: 5.925 -6.502 9.678
H: 5.249 -7.782 8.634
H: 5.377 -6.114 8.030
H: 8.902 -7.706 9.219
H: 8.231 -8.980 8.182
H: 7.424 -8.570 9.719

As for the HOMO energy: -10.135 eV. The HOMO-LUMO gap is 8.06 eV. The total charge is +1. The largest force on an atom is 3.70 eV/Å.

10 unconnected molecules or ions with the total composition C43H82BCl3NO15PS at a distorted geometry. Source: OMol25; level of theory: wB97M-V/def2-TZVPD.

Positions of all 147 atoms, in Å:
C: 1.601 1.849 3.269
C: 0.618 1.352 2.066
C: -0.148 2.582 1.372
C: 0.459 2.993 -0.055
O: -0.361 2.592 -1.195
C: -0.024 1.245 -1.579
C: -1.053 0.150 -1.184
C: -0.751 -1.348 -1.565
C: 0.573 -1.650 -2.299
Cl: 0.867 -3.417 -2.735
C: 1.612 -0.534 -2.696
C: 2.953 -0.952 -3.445
C: 3.808 -1.939 -2.484
C: 3.727 -1.882 -0.921
C: 4.524 -2.794 0.035
C: 5.480 -3.897 -0.537
C: 5.553 -3.999 -2.096
C: 4.752 -3.055 -3.058
C: 4.943 -3.311 -4.620
C: 1.315 0.944 -2.354
C: 2.218 2.205 -2.715
Cl: 2.238 2.305 -4.577
C: 3.748 2.116 -2.240
C: 3.979 1.450 -0.798
Cl: 4.326 3.889 -2.082
C: -1.865 -2.409 -1.175
O: -2.107 -3.461 -1.813
C: -2.816 -2.132 0.107
P: -3.531 -3.629 0.997
O: -2.660 -5.090 0.624
O: -3.543 -3.512 2.698
S: -5.325 -3.900 0.242
C: -3.050 -0.769 0.429
B: -4.023 -0.353 1.673
N: -5.460 -0.791 1.784
O: -3.425 0.451 2.729
C: -2.418 0.467 -0.400
O: -2.980 1.584 -0.364
H: 1.743 1.052 4.070
H: 1.201 2.784 3.800
H: 2.605 2.097 2.785
H: -0.143 0.647 2.581
H: 1.203 0.685 1.336
H: -0.013 3.500 2.064
H: -1.265 2.349 1.336
H: 0.609 4.137 -0.068
H: 1.515 2.547 -0.148
H: 3.586 -0.083 -3.820
H: 2.627 -1.536 -4.390
H: 3.051 -1.073 -0.456
H: 4.405 -2.660 1.162
H: 6.074 -4.556 0.176
H: 6.244 -4.828 -2.499
H: 5.997 -3.728 -4.844
H: 4.218 -4.168 -4.900
H: 4.688 -2.420 -5.282
H: 1.771 3.210 -2.373
H: 4.426 1.675 -3.062
H: 4.737 0.601 -0.935
H: 3.030 1.147 -0.246
H: 4.508 2.222 -0.119
H: -1.915 -5.071 1.283
H: -2.637 -3.491 3.083
H: -6.049 0.063 1.715
H: -5.550 -1.182 2.737
H: -3.845 1.349 2.747
C: 3.742 -6.554 1.617
C: 3.861 -5.501 2.692
O: 2.662 -4.738 2.759
H: 3.547 -6.087 0.648
H: 4.659 -7.144 1.549
H: 2.906 -7.231 1.817
H: 4.685 -4.821 2.466
H: 4.042 -5.950 3.674
H: 1.941 -5.346 2.967
C: -3.860 -9.075 -0.162
C: -3.085 -9.157 1.137
O: -1.687 -9.184 0.871
H: -3.628 -9.929 -0.803
H: -4.936 -9.058 0.027
H: -3.586 -8.173 -0.717
H: -3.344 -10.069 1.680
H: -3.305 -8.298 1.780
H: -1.465 -8.370 0.399
C: 4.466 0.589 7.443
C: 3.460 -0.132 6.568
O: 3.547 0.339 5.228
H: 4.288 1.668 7.424
H: 4.406 0.240 8.477
H: 5.484 0.428 7.076
H: 2.444 0.050 6.925
H: 3.641 -1.212 6.574
H: 4.445 0.167 4.916
C: -8.431 2.680 1.588
C: -7.653 2.590 2.886
O: -6.255 2.547 2.620
H: -8.209 1.823 0.947
H: -9.506 2.708 1.779
H: -8.149 3.578 1.030
H: -7.922 1.682 3.430
H: -7.863 3.452 3.528
H: -6.024 3.357 2.147
C: -6.166 -3.729 5.891
C: -6.074 -5.221 5.640
O: -6.378 -5.510 4.282
H: -7.168 -3.362 5.656
H: -5.939 -3.494 6.934
H: -5.467 -3.185 5.248
H: -6.787 -5.759 6.268
H: -5.068 -5.594 5.862
H: -5.737 -5.037 3.732
C: 3.883 2.538 -9.064
C: 2.403 2.390 -9.357
O: 1.736 1.811 -8.242
H: 4.327 1.565 -8.839
H: 4.408 2.976 -9.916
H: 4.042 3.173 -8.188
H: 2.247 1.738 -10.219
H: 1.948 3.362 -9.573
H: 1.871 2.399 -7.484
C: 2.294 7.295 1.984
C: 1.248 6.533 2.772
O: 1.482 5.133 2.671
H: 2.274 6.996 0.933
H: 2.122 8.372 2.047
H: 3.298 7.076 2.359
H: 0.250 6.738 2.379
H: 1.270 6.819 3.828
H: 2.364 4.958 3.027
C: -1.389 2.971 -4.799
C: -2.392 2.237 -5.667
O: -2.314 2.701 -7.009
H: -1.576 4.048 -4.823
H: -1.443 2.626 -3.763
H: -0.371 2.816 -5.169
H: -3.408 2.412 -5.307
H: -2.202 1.159 -5.656
H: -1.415 2.535 -7.324
C: -0.648 9.081 -1.735
C: 0.389 8.030 -1.391
O: -0.083 7.199 -0.337
H: -0.875 9.696 -0.860
H: -0.295 9.730 -2.540
H: -1.585 8.612 -2.047
H: 1.317 8.503 -1.060
H: 0.613 7.403 -2.261
H: -0.898 6.778 -0.641

As for the HOMO energy: -8.496 eV. As for the SMILES: CCCCOc1c2c(c(Cl)c(Cc3ccccc3C)c1[C@H](Cl)[C@H](C)Cl)C(=O)C(P(O)(O)=S)=C(B(N)O)C2=O.CCO.CCO.CCO.CCO.CCO.CCO.CCO.CCO.CCO. The HOMO-LUMO gap is 6.79 eV. The largest force on an atom is 4.98 eV/Å.

> What is the formula in the second record?

C7H17O3

What did the first record say?
2 unconnected molecules or ions with the total composition H3NO2Si at a distorted geometry. Source: OMol25; level of theory: wB97M-V/def2-TZVPD.

Positions of all 7 atoms, in Å:
O: 0.630 0.301 -1.190
Si: 1.069 0.916 0.085
H: 2.069 0.396 1.157
H: 0.549 2.240 0.568
N: -1.775 -1.086 -0.264
O: -1.374 -1.640 0.699
H: -1.167 -1.126 -1.054

As for the HOMO energy: -9.103 eV. As for the SMILES: O=[SiH2].N=O. The HOMO-LUMO gap is 8.51 eV. The largest force on an atom is 3.60 eV/Å.

> Number 1 is which compound?

H3NO2Si